# C58H168N29O9P9

A cluster of 11 separate species, C58H168N29O9P9 in total in a non-equilibrium geometry (ωB97M-V/def2-TZVPD, OMol25).

```
! wB97M-V def2-TZVPD RIJCOSX def2/J DEFGRID3
* xyz 0 1
P 2.492 -4.634 -9.720
P -2.819 -7.473 -0.462
P 4.671 -3.541 7.562
P -7.791 -1.265 -8.440
P 2.340 5.823 10.340
P 8.593 3.706 2.004
P -0.668 1.516 0.274
P 0.404 4.782 -8.055
P -6.928 -1.472 8.618
O 7.752 2.988 2.967
O -0.012 2.839 0.051
O -6.360 -2.785 8.193
O 1.225 5.679 11.312
O 3.059 -3.355 -10.277
O -1.080 4.851 -7.756
O -8.281 -1.825 -7.163
O 3.768 -2.465 8.033
O -2.901 -8.982 -0.374
N -8.977 -0.965 -9.554
N 0.819 3.219 -8.550
N -8.073 5.638 -4.257
N -1.236 -6.931 -0.637
N 5.209 -4.637 8.751
N -5.087 6.611 1.794
N 2.661 4.460 9.282
N 6.118 -2.946 6.940
N 3.880 6.094 11.180
N -8.237 -1.620 9.748
N 0.248 0.191 -0.238
N -2.165 1.422 -0.616
N 4.091 -4.473 6.283
N -5.891 -0.404 9.553
N 1.392 5.169 -6.651
N 1.007 5.897 -9.195
N -6.749 -2.264 -9.360
N 0.796 -4.688 -9.599
N 8.644 2.966 0.481
N -3.414 -6.577 0.891
N 3.025 -4.865 -8.129
N -1.023 1.081 1.964
N 2.135 7.107 9.209
N 2.804 -6.114 -10.503
N -7.535 -0.591 7.288
N -3.736 -6.905 -1.816
N -6.941 0.182 -8.346
N 8.241 5.364 1.661
N 10.186 3.817 2.669
C 4.789 -4.326 10.093
C -3.091 0.313 -0.545
C 2.287 5.683 -9.934
C 2.868 -6.212 -11.991
C -6.184 1.016 9.681
C -6.434 0.895 -9.542
C 3.992 7.300 11.970
C -2.257 1.678 2.605
C -4.932 -0.899 10.481
C -3.692 -5.149 0.824
C 1.871 3.209 9.476
C -2.910 7.247 0.416
C 10.471 4.662 3.843
C -8.031 -1.587 11.175
C 2.799 4.756 -6.596
C 2.726 -7.436 -9.807
C 9.047 6.193 0.735
C 3.252 7.477 8.318
C -6.295 -3.478 -8.606
C 3.338 -5.752 6.551
C -0.065 -3.987 -10.566
C -9.337 -2.526 9.343
C 7.235 6.153 2.438
C 4.428 -5.185 -7.830
C -0.227 -1.227 -0.181
C -2.323 2.260 -1.819
C -8.512 0.458 7.490
C -4.166 6.854 1.167
C -9.569 -2.108 -10.288
C 0.830 2.771 -9.957
C -3.672 -7.322 2.069
C 0.023 0.725 2.984
C -6.721 -0.530 6.046
C 6.069 -5.818 8.536
C -4.908 -7.672 -2.225
C -9.955 0.110 -9.330
C 1.283 0.440 -1.285
C -0.433 -7.056 0.590
C 11.145 2.651 2.653
C 7.246 -3.818 6.370
C -7.019 6.121 -4.227
C -0.481 -7.234 -1.769
C 6.120 -1.611 6.554
C 0.148 -5.754 -8.934
C 7.786 1.878 0.154
C 0.340 2.051 -7.646
C 3.950 4.355 8.566
C 4.523 4.958 11.746
C -6.083 -1.969 -10.678
C -6.063 0.333 -7.195
C 0.845 5.483 -5.356
C 2.370 -4.091 -6.925
C -3.591 -5.604 -2.499
C -5.703 6.727 -4.287
C 9.605 3.372 -0.648
C 0.809 7.287 8.613
C 3.756 -3.863 5.022
C 0.201 7.106 -9.555
H 5.041 -4.283 -7.835
H 8.167 0.866 0.286
H -7.118 1.239 10.198
H -8.814 -2.708 -10.797
H -0.200 5.783 -5.429
H -5.358 -3.892 -8.980
H 1.522 6.190 -4.876
H -0.682 1.807 -7.937
H -2.201 2.723 2.907
H 10.143 4.077 4.702
H -3.697 -5.674 -3.582
H 4.560 -5.692 -6.874
H -8.977 -1.518 11.713
H 2.739 -5.164 -12.264
H 6.018 -6.143 7.497
H -0.903 -6.801 -2.676
H 3.207 8.541 8.083
H -0.759 -1.347 0.763
H -6.207 1.449 8.681
H -1.984 3.277 -1.620
H -0.143 2.902 -10.430
H 0.856 3.545 9.686
H 2.755 -3.459 5.175
H -5.346 -1.223 -10.379
H -4.710 -4.895 0.530
H 7.107 -5.602 8.786
H 3.705 3.950 7.584
H 5.168 -5.107 10.751
H 4.551 -3.196 4.689
H 1.942 5.337 -10.908
H -2.720 8.318 0.349
H -10.290 -2.303 9.823
H 4.328 4.124 11.072
H 0.943 1.145 -7.705
H 3.339 5.284 -7.382
H -2.661 1.059 3.406
H 5.399 -1.491 5.745
H 0.118 6.728 9.244
H 4.994 7.700 12.119
H -3.975 -1.025 9.975
H -0.748 6.764 -9.968
H 7.977 -4.072 7.138
H -7.507 -0.692 11.509
H -10.314 -1.784 -11.015
H 2.863 3.696 -6.842
H -0.647 -4.727 -11.114
H -9.017 0.553 6.529
H 7.662 6.991 2.988
H -5.730 -7.475 -1.536
H -6.744 -1.565 -11.445
H -2.729 6.754 -0.539
H -0.473 -8.316 -1.896
H 0.515 8.337 8.646
H 2.616 -7.309 -8.730
H 10.611 3.546 -0.267
H 6.928 1.978 0.819
H -6.018 -3.235 -7.580
H 5.610 5.027 11.770
H -9.197 0.170 8.288
H -0.963 -6.667 1.459
H 0.805 6.895 7.596
H 1.305 -4.019 -7.145
H -9.006 -3.564 9.318
H 6.572 5.530 3.039
H 8.925 7.220 1.079
H -6.644 0.499 5.695
H 0.801 0.679 -2.233
H 1.041 1.702 -9.987
H 0.239 -6.631 -9.574
H 7.446 2.025 -0.871
H -0.894 -5.483 -8.761
H 3.005 -6.182 5.606
H 0.486 -6.732 -1.733
H 3.704 -4.427 10.115
H 10.095 5.911 0.834
H 4.013 -6.527 6.914
H 1.885 2.579 8.587
H 9.930 5.606 3.786
H 0.446 -5.909 -7.897
H -5.654 1.342 -7.145
H 0.815 0.187 2.463
H 7.767 -3.320 5.553
H 3.201 6.900 7.395
H -2.619 -5.209 -2.207
H 9.815 2.540 -1.320
H 5.789 -1.077 7.444
H 2.537 -5.610 7.276
H -9.982 -2.802 -9.556
H 1.965 -6.723 -12.326
H 3.315 8.071 11.602
H 9.280 4.270 -1.173
H -1.989 1.908 -2.795
H -2.970 -4.634 0.191
H -10.665 -0.317 -8.621
H -0.891 -1.544 -0.985
H -0.387 0.188 3.840
H -9.580 -2.230 8.322
H -4.238 -4.854 -2.043
H 3.722 -4.660 4.279
H 0.539 1.627 3.312
H 4.202 7.260 8.808
H -7.055 0.656 -10.405
H -5.251 -0.394 -7.156
H 8.682 6.145 -0.291
H -5.229 -1.914 10.746
H -3.074 -8.232 2.119
H -7.995 1.391 7.713
H -3.706 -6.659 2.934
H -2.970 -0.466 -1.299
H 3.259 4.941 -5.625
H 3.017 4.998 -9.504
H 11.265 2.201 3.638
H 2.345 2.533 10.188
H -5.079 6.297 -5.070
H 1.654 3.264 -10.471
H -4.884 -0.428 11.463
H 6.752 -4.683 5.927
H 1.936 1.276 -1.037
H -5.898 7.781 -4.485
H 0.519 -3.422 -11.292
H -4.670 -7.755 2.006
H 3.812 -6.611 -12.361
H -3.100 -0.063 0.478
H 3.640 7.091 12.981
H -3.637 -4.725 1.827
H 0.514 -6.529 0.478
H 2.809 6.637 -10.014
H -5.235 -7.363 -3.218
H 1.817 -7.991 -10.040
H -5.403 0.585 -9.717
H 0.076 7.626 -8.605
H -0.700 -3.280 -10.032
H 4.684 3.788 9.138
H 5.126 -3.341 10.418
H 1.913 -0.441 -1.406
H -3.137 1.661 1.961
H 0.308 2.324 -6.592
H 4.164 4.634 12.723
H -5.141 6.555 -3.369
H 12.129 2.993 2.334
H -3.352 2.331 -2.173
H -5.412 1.564 10.221
H -4.736 -8.748 -2.206
H 4.953 -5.837 -8.528
H -6.418 1.969 -9.358
H -7.222 -1.148 5.300
H 2.743 -3.085 -6.734
H -5.707 -0.922 6.124
H 3.591 -8.056 -10.043
H 0.726 7.737 -10.272
H 7.138 -1.255 6.395
H -2.055 6.865 0.974
H -7.030 -4.281 -8.550
H -5.694 -2.898 -11.093
H 0.729 4.588 -4.744
H 10.770 1.848 2.018
H 2.490 -4.709 -6.035
H 4.390 5.351 8.513
H -9.590 1.028 -8.870
H -6.648 0.213 -6.283
H 6.694 6.613 1.611
H -0.267 -8.120 0.759
H -10.465 0.432 -10.238
H 11.525 4.874 4.023
H -7.421 -2.456 11.423
H 5.704 -6.639 9.153
H -4.094 0.691 -0.744
H 0.573 -1.949 -0.350
*
```

E_HOMO in Eh: -0.2995
Structure (SMILES): CN(C)P(=O)(N(C)C)N(C)C.CN(C)P(=O)(N(C)C)N(C)C.CN(C)P(=O)(N(C)C)N(C)C.CN(C)P(=O)(N(C)C)N(C)C.CN(C)P(=O)(N(C)C)N(C)C.CN(C)P(=O)(N(C)C)N(C)C.CN(C)P(=O)(N(C)C)N(C)C.CN(C)P(=O)(N(C)C)N(C)C.CN(C)P(=O)(N(C)C)N(C)C.CC#N.CC#N
DFT total energy in eV: -208114.6794

These are the Löwdin partial charges, in e, on atoms 1 to 99:
1 P 0.568
2 P 0.627
3 P 0.544
4 P 0.505
5 P 0.650
6 P 0.567
7 P 0.622
8 P 0.603
9 P 0.625
10 O -0.287
11 O -0.315
12 O -0.305
13 O -0.299
14 O -0.314
15 O -0.331
16 O -0.273
17 O -0.276
18 O -0.307
19 N -0.314
20 N -0.295
21 N 0.123
22 N -0.335
23 N -0.305
24 N 0.114
25 N -0.308
26 N -0.316
27 N -0.312
28 N -0.317
29 N -0.301
30 N -0.291
31 N -0.318
32 N -0.319
33 N -0.313
34 N -0.310
35 N -0.287
36 N -0.332
37 N -0.293
38 N -0.326
39 N -0.287
40 N -0.282
41 N -0.315
42 N -0.303
43 N -0.312
44 N -0.299
45 N -0.304
46 N -0.312
47 N -0.309
48 C -0.126
49 C -0.147
50 C -0.119
51 C -0.086
52 C -0.124
53 C -0.111
54 C -0.135
55 C -0.121
56 C -0.155
57 C -0.106
58 C -0.100
59 C -0.068
60 C -0.120
61 C -0.129
62 C -0.116
63 C -0.124
64 C -0.115
65 C -0.129
66 C -0.118
67 C -0.078
68 C -0.097
69 C -0.113
70 C -0.102
71 C -0.137
72 C -0.109
73 C -0.124
74 C -0.129
75 C -0.259
76 C -0.096
77 C -0.111
78 C -0.145
79 C -0.100
80 C -0.093
81 C -0.111
82 C -0.118
83 C -0.109
84 C -0.102
85 C -0.098
86 C -0.106
87 C -0.061
88 C -0.290
89 C -0.157
90 C -0.173
91 C -0.151
92 C -0.150
93 C -0.077
94 C -0.115
95 C -0.148
96 C -0.085
97 C -0.124
98 C -0.144
99 C -0.052